{"formula": "C12H20F5NO12PS2", "method": "ωB97M-V/def2-TZVPD", "homo_ha": -0.18142, "charge": -1, "orbital_gap_ev": 6.824, "energy_ev": -83377.6261, "e_lumo_ev": 1.89, "symbols": ["C", "C", "O", "P", "O", "C", "C", "C", "N", "C", "O", "O", "C", "S", "O", "O", "S", "O", "O", "C", "F", "F", "C", "F", "F", "F", "O", "C", "C", "H", "H", "H", "H", "H", "H", "H", "H", "H", "H", "H", "H", "H", "H", "H", "H", "H", "H", "H", "C", "O", "O", "O", "H"], "coordinates": [[1.37479, -2.65078, 0.66946], [1.21895, -3.07472, -0.78640], [-0.13993, -3.30778, -1.18394], [-1.09683, -2.11057, -1.63421], [-2.23824, -2.63948, -2.39295], [-0.15124, -0.94941, -2.64376], [0.80927, 0.05097, -1.95131], [0.37368, 1.48986, -2.19171], [0.97724, 2.44216, -1.19953], [2.40036, 2.49084, -1.28047], [3.01837, 2.11477, -2.21699], [2.97043, 2.99544, -0.16586], [3.01176, 2.12908, 0.94389], [4.08412, 0.70116, 0.74987], [5.35467, 1.14046, 0.26135], [3.99249, -0.00098, 1.99686], [0.31765, 3.97668, -1.32504], [-0.15079, 4.16742, -2.66051], [1.20047, 4.93946, -0.75564], [-1.22520, 3.99445, -0.23563], [-2.27770, 4.06131, -1.05530], [-1.14654, 5.12755, 0.47384], [-1.40637, 2.82311, 0.75082], [-0.24717, 2.56959, 1.36320], [-1.82461, 1.75783, 0.10314], [-2.29726, 3.16151, 1.66897], [-1.44592, -1.21277, -0.39643], [-1.94235, -1.83744, 0.83940], [-1.33714, -1.13507, 2.04120], [1.60238, -1.59707, 0.79061], [0.45495, -2.86428, 1.20266], [2.15566, -3.23385, 1.14924], [1.71522, -2.39005, -1.47333], [1.71754, -4.03151, -0.91519], [0.34938, -1.51116, -3.42741], [-0.93728, -0.37994, -3.13736], [0.85167, -0.14147, -0.87954], [1.81341, -0.08638, -2.34628], [0.68421, 1.81731, -3.18072], [-0.70561, 1.59215, -2.14560], [3.50404, 2.66018, 1.75493], [2.02890, 1.80741, 1.28758], [3.46872, -0.03267, -0.20911], [-3.02508, -1.76573, 0.86971], [-1.71050, -2.89698, 0.86545], [-0.42733, -0.62372, 1.71845], [-2.00790, -0.37469, 2.42597], [-1.05455, -1.84346, 2.80602], [-4.17654, -3.21498, 2.94366], [-4.87015, -2.52912, 2.15766], [-4.87349, -4.29865, 3.54493], [-2.98994, -3.08796, 3.26658], [-5.74469, -4.18796, 3.14479]], "atomic_forces_ev_per_a": [[-0.14, -0.16, -0.11], [0.21, -0.46, 0.26], [0.44, 0.41, 0.07], [-0.99, -0.12, -0.82], [0.26, -0.08, 0.10], [0.30, 0.56, 0.19], [-0.11, -0.26, 0.08], [0.27, 0.11, -0.24], [-0.36, -0.04, -0.49], [-0.18, 0.11, 0.42], [0.23, -0.25, -0.42], [0.48, -0.10, 0.22], [-0.12, 0.16, 0.17], [0.40, 0.22, 0.49], [-0.07, -0.06, -0.29], [-0.21, -0.15, -0.07], [-0.03, 0.81, -0.38], [-0.19, -0.25, 0.19], [0.02, -0.37, 0.23], [0.07, 0.16, -0.08], [0.00, -0.07, 0.14], [0.02, -0.03, -0.10], [0.03, 0.22, -0.02], [0.07, -0.07, 0.16], [0.04, -0.42, -0.11], [-0.19, 0.01, 0.13], [0.44, -0.16, 0.44], [-0.50, 0.02, 0.69], [0.56, 0.46, -0.63], [-0.02, 0.18, 0.06], [-0.06, 0.01, 0.10], [0.19, 0.06, 0.03], [-0.09, 0.17, -0.11], [-0.10, -0.15, -0.13], [0.04, -0.11, -0.07], [-0.16, -0.08, -0.15], [-0.13, 0.02, 0.17], [0.11, 0.03, 0.00], [-0.07, -0.06, -0.16], [-0.09, -0.03, 0.25], [0.02, 0.13, 0.05], [-0.09, -0.17, -0.17], [-0.04, -0.04, -0.11], [-0.09, 0.02, -0.18], [0.15, -0.11, -0.26], [0.14, 0.11, -0.05], [-0.14, -0.09, 0.28], [-0.31, -0.02, 0.26], [-0.15, 0.16, -0.14], [0.05, -0.14, 0.12], [0.14, 0.34, -0.20], [-0.02, -0.30, 0.13], [-0.03, -0.13, 0.08]]}